(one)
{"formula": "CH3I2O2P", "method": "ωB97M-V with the def2-TZVPD basis set", "charge": 0, "smiles": "OCOP(I)I", "symbols": ["C", "O", "O", "P", "I", "I", "H", "H", "H"], "xyz": [[-0.267, 0.023, -0.342], [0.753, -0.536, 0.477], [-1.493, -0.592, -0.158], [-2.972, -0.198, -0.905], [-3.286, 2.174, -0.257], [-4.494, -1.654, 0.388], [0.228, -0.863, 1.269], [-0.421, 1.229, -0.120], [0.196, 0.013, -1.293]], "nbo_charge": [0.24, -0.70, -0.85, 0.78, -0.14, -0.09, 0.48, 0.12, 0.16]}



(two)
{"formula": "CH3I2O2P", "method": "ωB97M-V with the def2-TZVPD basis set", "charge": 0, "symbols": ["C", "O", "O", "P", "I", "I", "H", "H", "H"], "xyz": [[1.351, 0.088, 0.207], [-0.588, -0.123, -1.854], [-1.034, -0.965, 0.575], [-0.367, 0.069, -0.436], [-2.972, -1.348, 0.385], [-1.286, 2.163, 0.342], [1.271, -0.271, 1.246], [1.916, -0.702, -0.341], [1.709, 1.089, -0.124]], "nbo_charge": [-1.01, -1.06, -1.02, 1.97, 0.51, -0.19, 0.27, 0.26, 0.27]}



From most stable to least stable, the computed energies give (two), (one).



(one)
{"formula": "C3H15NO4", "method": "ωB97M-V with the def2-TZVPD basis set", "spin_multiplicity": 2, "charge": 1, "symbols": ["N", "C", "C", "C", "H", "H", "H", "H", "H", "H", "H", "H", "H", "O", "H", "H", "O", "H", "H", "O", "H", "H", "O"], "xyz": [[-0.234, 0.230, -1.499], [2.661, -0.753, 0.827], [2.125, 1.426, -0.162], [1.901, 0.386, 0.696], [0.039, 0.133, -2.471], [-1.209, 0.533, -1.493], [3.563, -0.986, 0.280], [2.427, -1.348, 1.701], [1.860, 2.433, 0.140], [2.872, 1.312, -0.945], [1.136, 0.456, 1.458], [-3.067, -0.823, 0.000], [-3.266, 1.583, -1.027], [-2.798, 0.912, -0.471], [-1.756, 1.160, 0.838], [-1.472, 1.412, 2.312], [-1.027, 1.296, 1.463], [1.046, -2.490, -0.441], [-0.015, -1.434, -0.495], [0.165, -2.307, -0.087], [-2.386, -2.262, -0.028], [0.434, 0.810, -1.028], [-2.997, -1.678, 0.432]], "nbo_charge": [-1.05, 0.06, -0.02, -0.36, 0.38, 0.39, 0.22, 0.24, 0.26, 0.23, 0.30, 0.46, 0.47, -0.44, 0.48, 0.49, -0.99, 0.45, 0.49, -0.93, 0.48, 0.34, -0.94]}



(two)
{"formula": "C3H15NO4", "method": "ωB97M-V with the def2-TZVPD basis set", "spin_multiplicity": 2, "charge": 1, "symbols": ["C", "C", "C", "N", "H", "H", "H", "H", "H", "H", "H", "H", "H", "O", "H", "H", "O", "H", "H", "O", "H", "H", "O"], "xyz": [[-1.788, -1.742, 0.813], [-0.436, -1.520, 0.088], [0.774, -1.535, 0.776], [1.942, -1.702, 0.003], [-1.581, -2.385, 1.695], [-2.478, -2.253, 0.099], [-2.073, -0.770, 1.223], [-0.378, -1.412, -1.007], [0.681, -1.548, 1.880], [2.762, -1.388, 0.597], [1.812, -1.499, -0.991], [0.836, 0.046, -2.222], [2.190, -1.115, -2.495], [1.526, -0.447, -2.707], [-0.716, 4.036, 0.670], [-0.765, 3.316, 2.057], [-0.342, 4.132, 1.601], [-0.124, 1.149, -2.581], [-0.412, 1.250, -0.809], [-0.515, 1.012, -1.725], [-0.095, 2.383, 1.162], [-0.511, 0.559, 0.769], [-0.311, 1.435, 1.103]], "nbo_charge": [-0.68, -0.01, 0.06, -0.59, 0.25, 0.28, 0.27, 0.25, 0.26, 0.45, 0.42, 0.50, 0.49, -1.01, 0.48, 0.47, -0.89, 0.53, 0.53, -1.03, 0.55, 0.53, -1.10]}



From most stable to least stable, the computed energies give (two), (one).



(one)
{"formula": "C23H28N4O4S", "method": "ωB97M-V with the def2-TZVPD basis set", "charge": 0, "smiles": "CCN(CC)C(=O)Cn1c(=O)n(CCCC(=O)NCc2ccccc2)c(=O)c2sccc21", "symbols": ["C", "H", "H", "C", "N", "C", "O", "C", "N", "C", "C", "C", "O", "N", "C", "O", "C", "H", "C", "C", "C", "O", "N", "H", "C", "C", "C", "C", "C", "C", "C", "H", "H", "H", "H", "H", "H", "H", "H", "H", "H", "H", "H", "S", "C", "C", "H", "H", "H", "H", "C", "H", "C", "H", "H", "H", "H", "H", "H", "H"], "xyz": [[-1.606, -2.849, -2.281], [-0.664, -2.961, -2.811], [-1.873, -3.806, -1.836], [-1.480, -1.765, -1.216], [-0.468, -2.099, -0.226], [0.748, -1.550, -0.356], [1.060, -0.825, -1.284], [1.804, -1.873, 0.725], [2.761, -0.787, 0.706], [4.028, -0.895, 0.200], [4.788, 0.248, 0.035], [4.281, 1.571, 0.281], [4.891, 2.607, 0.138], [2.952, 1.561, 0.722], [2.197, 0.444, 0.963], [1.065, 0.502, 1.418], [2.313, 2.866, 0.868], [1.430, 2.738, 1.494], [1.954, 3.462, -0.495], [0.871, 2.684, -1.252], [-0.509, 3.016, -0.707], [-1.145, 3.981, -1.087], [-0.962, 2.169, 0.239], [-0.380, 1.406, 0.560], [-2.243, 2.351, 0.883], [-3.250, 1.326, 0.431], [-3.932, 0.532, 1.343], [-4.855, -0.405, 0.908], [-5.101, -0.560, -0.446], [-4.425, 0.231, -1.362], [-3.506, 1.167, -0.926], [-2.985, 1.792, -1.635], [-4.620, 0.118, -2.418], [-5.821, -1.291, -0.785], [-5.383, -1.015, 1.627], [-3.747, 0.654, 2.402], [-2.117, 2.307, 1.969], [-2.590, 3.352, 0.600], [1.057, 1.609, -1.217], [0.887, 3.003, -2.296], [1.611, 4.486, -0.341], [2.864, 3.501, -1.097], [3.031, 3.522, 1.367], [6.369, -0.105, -0.564], [5.997, -1.778, -0.585], [4.737, -2.065, -0.160], [4.349, -3.066, -0.113], [6.740, -2.477, -0.915], [2.304, -2.810, 0.485], [1.362, -1.924, 1.720], [-0.902, -2.886, 0.909], [-1.697, -3.552, 0.563], [-1.429, -2.000, 2.038], [-1.645, -2.602, 2.917], [-2.341, -1.498, 1.726], [-0.701, -1.236, 2.298], [-0.080, -3.514, 1.260], [-2.433, -1.617, -0.704], [-1.186, -0.824, -1.685], [-2.376, -2.572, -2.994]], "nbo_charge": [-0.61, 0.22, 0.20, -0.22, -0.44, 0.69, -0.65, -0.30, -0.40, 0.20, -0.38, 0.66, -0.59, -0.45, 0.83, -0.69, -0.23, 0.23, -0.40, -0.50, 0.68, -0.65, -0.63, 0.43, -0.25, -0.04, -0.22, -0.22, -0.23, -0.23, -0.15, 0.22, 0.21, 0.21, 0.21, 0.21, 0.20, 0.25, 0.23, 0.24, 0.22, 0.23, 0.23, 0.51, -0.36, -0.29, 0.23, 0.24, 0.23, 0.24, -0.21, 0.21, -0.64, 0.21, 0.23, 0.22, 0.20, 0.21, 0.24, 0.22]}



(two)
{"formula": "C23H28N4O4S", "method": "ωB97M-V with the def2-TZVPD basis set", "charge": 0, "smiles": "COc1ccccc1N1CCN(C(=O)CCCCCn2c(=O)[nH]c3ccsc3c2=O)CC1", "symbols": ["C", "H", "O", "C", "C", "C", "C", "C", "C", "N", "C", "H", "C", "N", "C", "O", "C", "C", "H", "C", "H", "H", "C", "H", "H", "C", "N", "C", "O", "N", "C", "C", "C", "O", "S", "C", "C", "H", "H", "H", "H", "H", "H", "H", "H", "C", "C", "H", "H", "H", "H", "H", "H", "H", "H", "H", "H", "H", "H", "H"], "xyz": [[-0.999, 0.357, -6.107], [-1.559, -0.548, -5.874], [-0.403, 0.750, -4.897], [0.350, 1.896, -4.873], [0.615, 2.659, -6.001], [1.430, 3.777, -5.935], [1.986, 4.151, -4.728], [1.708, 3.414, -3.593], [0.893, 2.285, -3.630], [0.643, 1.627, -2.422], [1.762, 1.073, -1.693], [2.661, 1.655, -1.896], [1.444, 1.101, -0.193], [0.230, 0.357, 0.051], [0.111, -0.837, 0.682], [-0.964, -1.410, 0.737], [1.355, -1.364, 1.379], [1.063, -2.667, 2.128], [0.000, -2.680, 2.369], [1.894, -2.833, 3.409], [2.355, -1.882, 3.680], [2.703, -3.544, 3.228], [1.066, -3.318, 4.602], [0.344, -4.069, 4.280], [1.726, -3.782, 5.338], [0.331, -2.188, 5.328], [-0.655, -1.509, 4.495], [-0.322, -0.270, 3.995], [0.741, 0.276, 4.211], [-1.281, 0.353, 3.233], [-2.455, -0.250, 2.877], [-2.750, -1.496, 3.390], [-1.854, -2.201, 4.268], [-2.058, -3.277, 4.786], [-4.269, -2.074, 2.809], [-4.488, -0.636, 1.902], [-3.462, 0.250, 2.026], [-3.418, 1.203, 1.532], [-5.377, -0.519, 1.313], [-1.027, 1.247, 2.837], [1.039, -1.430, 5.663], [-0.205, -2.605, 6.185], [1.232, -3.514, 1.460], [1.682, -0.600, 2.090], [2.151, -1.511, 0.647], [-0.886, 0.877, -0.714], [-0.560, 0.854, -2.211], [-1.381, 1.306, -2.765], [-0.445, -0.190, -2.536], [-1.756, 0.253, -0.504], [-1.079, 1.909, -0.400], [2.275, 0.699, 0.381], [1.275, 2.140, 0.113], [1.947, 0.028, -1.996], [2.118, 3.720, -2.642], [2.624, 5.020, -4.664], [1.627, 4.345, -6.831], [0.204, 2.373, -6.957], [-1.688, 1.119, -6.486], [-0.250, 0.129, -6.873]], "nbo_charge": [-0.25, 0.20, -0.51, 0.24, -0.28, -0.22, -0.23, -0.23, 0.20, -0.48, -0.22, 0.21, -0.22, -0.45, 0.71, -0.65, -0.52, -0.41, 0.23, -0.41, 0.21, 0.21, -0.40, 0.22, 0.21, -0.22, -0.47, 0.80, -0.65, -0.59, 0.21, -0.39, 0.67, -0.60, 0.51, -0.36, -0.29, 0.23, 0.24, 0.42, 0.23, 0.22, 0.21, 0.24, 0.22, -0.24, -0.20, 0.22, 0.18, 0.25, 0.19, 0.22, 0.20, 0.17, 0.21, 0.21, 0.21, 0.22, 0.18, 0.18]}



From most stable to least stable, the computed energies give (one), (two).



(one)
{"formula": "C6H14", "method": "ωB97M-V with the def2-TZVPD basis set", "charge": 0, "symbols": ["C", "C", "C", "C", "C", "C", "H", "H", "H", "H", "H", "H", "H", "H", "H", "H", "H", "H", "H", "H"], "xyz": [[2.165, -1.167, -0.239], [1.186, -0.638, 1.010], [0.155, 0.282, 0.389], [-1.095, -0.284, -0.132], [-1.830, 0.138, -1.364], [-2.437, 0.490, 0.324], [2.749, -1.877, 0.292], [2.730, -0.264, -0.499], [1.639, -1.588, -1.108], [0.689, -1.513, 1.383], [1.961, -0.160, 1.738], [2.638, 2.562, 0.222], [0.196, 1.333, 0.443], [-1.350, -1.336, 0.109], [-1.157, 0.085, -2.224], [2.631, 1.971, -0.251], [-2.798, -0.105, -1.757], [-2.458, 1.588, 0.062], [-2.160, 0.513, 1.406], [-3.454, -0.031, 0.193]], "nbo_charge": [-0.59, -0.43, -0.23, -0.28, -0.50, -0.58, 0.20, 0.20, 0.21, 0.20, 0.21, 0.00, 0.20, 0.21, 0.22, 0.00, 0.21, 0.26, 0.26, 0.24]}



(two)
{"formula": "C6H14", "method": "ωB97M-V with the def2-TZVPD basis set", "charge": 0, "symbols": ["C", "C", "C", "C", "C", "C", "H", "H", "H", "H", "H", "H", "H", "H", "H", "H", "H", "H", "H", "H"], "xyz": [[0.194, -2.002, -1.906], [-0.226, -0.579, -1.625], [-0.402, -0.218, -0.207], [0.632, 0.402, 0.656], [0.028, 1.114, 1.932], [-1.066, 2.103, 1.484], [0.349, -2.351, -2.937], [1.226, -2.165, -1.326], [-0.425, -2.779, -1.444], [0.580, 0.082, -1.941], [-1.189, -0.515, -2.147], [-1.048, -0.912, 0.334], [2.141, -2.048, -0.884], [1.261, 1.194, 0.214], [1.460, -0.211, 1.012], [-0.381, 0.300, 2.527], [0.880, 1.640, 2.360], [-1.310, 1.714, 0.483], [-0.717, 3.126, 1.353], [-1.988, 2.103, 2.062]], "nbo_charge": [-0.50, -0.53, -0.06, -0.49, -0.39, -0.62, 0.21, 0.09, 0.20, 0.22, 0.29, 0.18, -0.09, 0.21, 0.25, 0.20, 0.21, 0.21, 0.21, 0.21]}



From most stable to least stable, the computed energies give (two), (one).